1.
Formula: C8H18BF4N4O10Zr
Source: the Open Molecules 2025 dataset
Level of theory: ωB97M-V with the def2-TZVPD basis set

XYZ file:
```
46
Properties=species:S:1:pos:R:3:forces:R:3:lowdin_charge:R:1
Zr -0.572652 1.218524 -0.974225 2.599 -7.509 3.116 2.081
B 2.766311 0.079181 -1.009105 3.848 -1.869 0.464 -1.244
F 3.677489 1.071260 -1.345487 -0.894 0.481 -0.405 0.150
F 2.960883 -0.217603 0.339822 -0.491 0.042 0.285 0.143
F 1.431185 0.531778 -1.154948 -1.403 1.165 -0.448 0.002
F 2.985753 -1.058164 -1.771599 -0.833 0.661 -0.091 0.167
C 0.496277 -3.509457 2.463734 -0.996 1.904 1.811 0.034
C 0.221175 -2.840877 1.290652 0.698 -1.956 -0.297 -0.359
C -0.472518 -1.500778 1.352919 0.767 1.437 0.905 -0.286
O -0.457653 -0.695104 0.319067 -0.809 1.894 -3.315 -0.197
C -0.908402 -0.969241 2.511645 -0.311 -0.321 0.910 0.011
C -0.755233 -1.645516 3.798772 -0.172 -0.319 -0.229 -0.324
C 0.135426 -2.930179 3.772104 0.210 -1.019 -0.672 -0.346
O 0.445108 -3.447850 4.830302 -0.100 0.344 0.071 0.061
O -1.293314 -1.243181 4.810343 0.320 0.015 -0.126 0.085
O 0.555469 -3.379889 0.182068 -0.363 1.229 -0.244 -0.066
H 1.010216 -4.455204 2.513939 0.069 -0.019 -0.346 0.115
H -1.342192 0.024528 2.542026 -0.053 0.078 -0.070 0.092
C -0.415963 -1.671731 -2.850453 1.942 -1.984 0.854 -0.577
O -0.624079 -0.569330 -2.276790 -1.375 2.654 -0.175 -0.178
N -0.567201 -1.839512 -4.186954 -0.272 0.473 0.375 0.186
N 0.074070 -2.678625 -2.156597 -0.268 0.214 -1.860 0.238
H -0.247094 -2.704070 -4.585099 -0.200 0.127 -0.309 0.119
H -0.951182 -1.097558 -4.738646 0.046 -0.155 -0.208 0.103
H 0.414160 -3.518627 -2.600347 -0.311 0.041 -0.308 0.135
H 0.331969 -2.699279 -1.155023 -0.085 0.105 1.674 0.034
C 0.808912 1.965901 2.065337 1.883 -1.372 0.781 -0.566
O 0.243705 1.875733 0.931087 -1.114 1.352 -1.024 -0.163
N 2.015296 1.444708 2.227444 0.011 0.061 -0.451 0.251
N 0.286783 2.528707 3.162838 -0.966 0.232 -1.559 0.218
H 2.461849 0.952420 1.454583 -0.016 -0.339 0.053 0.095
H 2.430483 1.362068 3.138658 0.064 0.035 0.023 0.140
H -0.552850 3.058843 3.007167 -0.018 0.001 0.820 0.122
H 0.832131 2.517611 4.003465 -0.353 0.309 0.291 0.132
O 0.406021 1.879028 -2.886271 -0.225 1.110 -0.844 -0.083
H 0.061900 2.525816 -3.515408 0.147 -0.023 -0.079 0.108
H 1.102176 1.405097 -3.371080 0.116 -0.314 0.480 0.138
O -2.358888 1.451199 -2.444320 -0.607 0.654 -0.338 -0.094
H -3.180461 0.940311 -2.415892 0.198 -0.286 0.105 0.121
H -2.438369 2.002911 -3.232186 0.055 -0.077 -0.035 0.107
O -2.397112 1.468598 0.191495 -1.413 0.372 0.268 -0.108
H -3.009476 2.187731 -0.021955 0.000 -0.022 0.011 0.107
H -2.925669 0.828675 0.699550 0.608 -0.355 0.183 0.138
O -0.917810 3.392361 -1.007711 -0.248 1.237 -0.237 -0.089
H -1.047846 3.922818 -0.206513 0.231 -0.243 0.189 0.125
H -0.718780 4.035967 -1.702405 0.081 -0.047 -0.001 0.124
```
Forces are in eV/Å.

Summary:
LUMO level: -5.187 eV
Total charge: +1
Max |F|: 8.534 eV Å⁻¹
Frontier orbital gap: 3.31 eV
DFT total energy: -47852.82458 eV

***

2.
Formula: C3H4BrNO
Source: the Open Molecules 2025 dataset
Level of theory: ωB97M-V with the def2-TZVPD basis set

XYZ file:
```
10
Properties=species:S:1:pos:R:3:forces:R:3:lowdin_charge:R:1
Br -2.921155 0.172101 -0.313601 0.439 -0.331 -0.033 0.597
N -1.222694 -0.027734 0.633504 -0.102 -2.222 -0.281 -0.382
C -0.383946 1.045263 0.300194 1.187 -2.715 -0.280 -0.229
C 0.784958 0.559049 -0.127165 0.732 1.493 0.114 -0.045
C 0.769824 -0.920812 -0.302265 1.146 1.708 3.756 -0.260
O -0.418439 -1.337627 0.204892 -4.358 1.702 0.492 -0.121
H -0.820352 1.955412 0.591059 0.124 1.301 0.003 0.096
H 1.730414 1.094804 -0.210613 -0.448 0.128 -0.206 0.112
H 1.050908 -1.188185 -1.243303 0.363 -1.176 -2.912 0.089
H 1.430485 -1.352275 0.467297 0.917 0.113 -0.654 0.140
```
Forces are in eV/Å.

Summary:
LUMO level: -0.158 eV
Relative energy (zero: lowest compared OMol25 entry of this formula, charge and spin): 88.2 kcal/mol
Max |F|: 4.704 eV Å⁻¹
Frontier orbital gap: 8.73 eV
DFT total energy: -76751.69692 eV
SMILES string: BrN1C=CCO1